[1]
# C17H28CsFN3OV

A molecular structure, C17H28CsFN3OV (ωB97M-V/def2-TZVPD, the Open Molecules 2025 dataset).

XYZ file:
```
52
Properties=species:S:1:pos:R:3:nbo_charge:R:1
N 1.996 -0.485 -0.268 -0.844
C 3.018 -0.977 0.145 0.847
O 4.151 -1.434 0.204 -0.541
Cs 4.103 -0.658 -2.476 0.991
V 0.123 0.010 -0.352 1.648
N -0.763 -1.490 -0.958 -0.555
N -0.122 1.666 -1.143 -0.526
C -0.285 -2.903 -1.036 0.097
C 0.337 2.983 -0.616 0.092
C 0.949 -2.975 -1.940 -0.612
C -1.367 -3.843 -1.576 -0.621
C 0.096 -3.356 0.376 -0.607
C 0.249 4.087 -1.673 -0.623
C -0.555 3.378 0.565 -0.619
C 1.784 2.853 -0.144 -0.608
H 0.777 -2.480 -2.908 0.216
H 1.199 -4.026 -2.152 0.252
H 1.836 -2.520 -1.476 0.183
H -2.222 -3.916 -0.890 0.226
H -0.949 -4.855 -1.680 0.252
H -1.727 -3.521 -2.564 0.227
H 0.918 -2.764 0.796 0.205
H 0.402 -4.411 0.371 0.248
H -0.765 -3.254 1.049 0.226
H 0.769 3.804 -2.597 0.219
H 0.732 4.993 -1.284 0.252
H -0.789 4.350 -1.910 0.230
H -1.595 3.516 0.239 0.223
H -0.197 4.325 0.990 0.248
H -0.544 2.615 1.356 0.223
H 1.885 2.176 0.715 0.213
H 2.128 3.844 0.180 0.253
H 2.445 2.512 -0.956 0.202
C -1.233 1.693 -2.102 -0.461
H -1.322 0.739 -2.639 0.221
H -2.208 1.902 -1.625 0.225
H -1.080 2.473 -2.860 0.261
C -2.205 -1.236 -0.993 -0.449
H -2.781 -1.972 -0.410 0.249
H -2.424 -0.240 -0.574 0.220
H -2.600 -1.253 -2.021 0.241
F -0.528 0.164 5.811 -0.294
C -0.344 0.109 4.454 0.447
C 0.875 0.534 3.930 -0.245
C 1.039 0.466 2.537 -0.193
C -0.009 0.069 1.713 -0.372
C -1.202 -0.394 2.279 -0.191
C -1.389 -0.374 3.668 -0.247
H 1.678 0.884 4.577 0.264
H 2.021 0.707 2.119 0.220
H -1.988 -0.788 1.632 0.221
H -2.316 -0.726 4.111 0.263
```

Computed properties:
LUMO energy (alpha / beta) in Eh: -0.3052 / -0.3048
Gap between HOMO and LUMO (alpha / beta) in eV: 6.66 / 6.68
E_HOMO (alpha / beta) in eV: -15.0 / -15.0
Total charge: +2
Molar mass in g mol⁻¹: 493.28

---

[2]
# C17H28F7N4O4S

2 unconnected molecules or ions with the total composition C17H28F7N4O4S (ωB97M-V/def2-TZVPD, the Open Molecules 2025 dataset).

XYZ file:
```
61
Properties=species:S:1:pos:R:3:nbo_charge:R:1
N -2.492 4.299 2.386 -0.859
C -1.040 4.457 2.124 -0.231
C -0.747 5.824 1.482 -0.411
C -0.765 5.850 -0.051 -0.394
C -2.171 5.564 -0.680 -0.473
C -2.046 4.489 -1.724 0.137
C -2.533 4.731 -3.018 0.029
N -2.415 3.840 -3.970 -0.085
N -1.824 2.733 -3.626 -0.230
C -1.364 2.385 -2.443 -0.017
S -0.587 0.770 -2.213 2.072
O 0.226 0.496 -3.349 -0.873
O -1.567 -0.236 -2.009 -0.839
C 0.546 0.870 -0.722 0.438
F -0.163 0.991 0.405 -0.288
F 1.118 -0.320 -0.690 -0.262
C 1.618 1.999 -0.794 0.540
F 1.713 2.509 -2.036 -0.296
F 1.298 3.017 0.018 -0.295
C 3.055 1.532 -0.375 0.933
F 3.023 0.923 0.806 -0.293
F 3.597 0.776 -1.306 -0.277
F 3.781 2.640 -0.216 -0.291
C -1.462 3.284 -1.409 -0.219
H -2.655 4.079 3.357 0.383
H -2.887 3.586 1.790 0.349
H -0.549 4.435 3.098 0.213
H -0.632 3.610 1.563 0.161
H -1.416 6.567 1.915 0.229
H 0.271 6.097 1.778 0.220
H -0.493 6.866 -0.347 0.233
H 0.037 5.207 -0.420 0.203
H -2.827 5.183 0.107 0.275
H -2.546 6.485 -1.117 0.241
H -3.017 5.663 -3.273 0.252
H -1.703 2.049 -4.377 0.453
H -1.092 3.035 -0.426 0.272
C 3.475 -4.917 1.832 -0.245
O 2.332 -4.086 1.944 -0.552
C 2.000 -3.384 0.756 -0.066
C 0.734 -3.936 0.127 -0.242
N 0.950 -5.261 -0.437 -0.624
C -0.274 -5.975 -0.802 -0.251
C -1.297 -6.281 0.291 -0.084
O -0.875 -7.232 1.248 -0.540
C -0.055 -6.729 2.286 -0.245
H 3.752 -5.233 2.837 0.199
H 3.266 -5.813 1.240 0.161
H 4.318 -4.377 1.392 0.172
H 2.831 -3.378 0.044 0.177
H 1.809 -2.348 1.053 0.169
H 0.405 -3.260 -0.671 0.181
H -0.040 -3.945 0.906 0.170
H 1.453 -5.824 0.236 0.354
H 0.039 -6.928 -1.235 0.210
H -0.771 -5.416 -1.602 0.188
H -2.163 -6.731 -0.201 0.195
H -1.671 -5.375 0.785 0.157
H -0.320 -5.705 2.563 0.169
H 1.002 -6.783 2.010 0.157
H -0.193 -7.368 3.158 0.194
```

Computed properties:
LUMO energy in Eh: -0.2026
Gap between HOMO and LUMO in eV: 4.67
E_HOMO in eV: -10.2
Total charge: +1
Molar mass in g mol⁻¹: 517.49

---

[3]
# C17H28FN2O6

2 unconnected molecules or ions with the total composition C17H28FN2O6 (ωB97M-V/def2-TZVPD, the Open Molecules 2025 dataset).

XYZ file:
```
54
Properties=species:S:1:pos:R:3:nbo_charge:R:1
C 3.634 -2.713 0.095 -0.652
C 3.859 -1.446 1.039 -0.064
O 3.836 -0.230 0.281 -0.556
C 5.071 -0.026 -0.415 -0.092
C 4.810 0.548 -1.853 -0.088
O 3.991 -0.397 -2.559 -0.542
C 2.686 0.098 -2.853 -0.076
C 1.639 -1.031 -2.454 -0.111
O 1.117 -0.657 -1.165 -0.505
C 0.074 -1.484 -0.753 0.094
N -1.270 -1.075 -1.355 -0.426
C -2.246 -2.224 -1.375 -0.270
C -2.167 -2.956 -2.779 0.030
F -0.910 -3.505 -3.029 -0.344
C -1.800 0.185 -0.792 0.136
C -1.223 1.451 -1.277 -0.263
C -1.794 2.677 -0.737 0.067
N -2.804 2.789 0.166 -0.375
C -3.277 1.602 0.616 0.059
C -2.858 0.267 0.215 -0.273
H 2.533 -2.931 0.034 0.180
H 4.122 -3.602 0.585 0.224
H 4.109 -2.572 -0.906 0.227
H 4.839 -1.560 1.587 0.179
H 3.023 -1.463 1.794 0.187
H 5.657 -0.988 -0.497 0.182
H 5.726 0.686 0.156 0.188
H 5.816 0.635 -2.357 0.200
H 4.391 1.584 -1.801 0.184
H 2.623 0.346 -3.945 0.189
H 2.391 1.006 -2.268 0.193
H 2.151 -2.030 -2.466 0.225
H 0.847 -1.064 -3.266 0.154
H 0.276 -2.557 -1.042 0.218
H -0.006 -1.474 0.366 0.230
H -1.052 -0.874 -2.348 0.452
H -3.317 -1.895 -1.289 0.260
H -1.964 -2.909 -0.532 0.244
H -2.466 -2.176 -3.542 0.179
H -2.998 -3.715 -2.801 0.217
H -0.392 1.468 -2.019 0.249
H -1.359 3.635 -1.119 0.225
H -4.111 1.648 1.362 0.220
H -3.288 -0.681 0.599 0.244
C -4.060 3.824 4.292 -0.103
C -3.032 2.745 4.093 -0.095
O -3.130 1.985 5.291 -0.489
C -4.377 2.194 5.803 0.959
O -4.842 1.581 6.706 -0.551
O -5.017 3.197 5.140 -0.483
H -4.519 4.143 3.356 0.203
H -3.653 4.700 4.803 0.193
H -3.264 2.097 3.246 0.161
H -2.026 3.144 3.968 0.206
```

Computed properties:
LUMO energy in Eh: -0.1294
Gap between HOMO and LUMO in eV: 8.51
E_HOMO in eV: -12.0
Total charge: +1
Molar mass in g mol⁻¹: 375.42

---

[4]
# C17H28N2O3

C17H28N2O3 in the gas phase (ωB97M-V/def2-TZVPD, the Open Molecules 2025 dataset).

XYZ file:
```
50
Properties=species:S:1:pos:R:3:nbo_charge:R:1
O 1.830 2.130 -1.929 -0.635
C 0.956 1.622 -1.254 0.686
N 1.122 1.288 0.040 -0.630
C 2.326 1.594 0.774 -0.240
C 2.123 2.795 1.710 0.093
C 1.827 4.112 0.960 -0.448
C 0.376 4.426 1.330 -0.425
C 0.225 3.694 2.663 -0.065
O 1.002 2.521 2.541 -0.539
C -0.388 1.220 -1.864 -0.304
C -1.591 1.430 -0.946 -0.508
C -1.743 0.099 -0.218 0.674
O -2.378 -0.104 0.794 -0.624
N -1.032 -0.822 -0.901 -0.431
C -0.957 -2.215 -0.506 -0.050
C 0.493 -2.603 -0.185 -0.418
C 0.623 -3.622 0.949 -0.391
C -0.399 -4.764 0.918 -0.404
C -0.753 -5.279 -0.479 -0.406
C -1.909 -4.511 -1.120 -0.388
C -1.558 -3.105 -1.599 -0.404
C -0.395 -0.304 -2.089 -0.200
H 0.340 0.992 0.604 0.413
H 2.603 0.721 1.372 0.202
H 3.114 1.814 0.052 0.236
H 3.022 2.899 2.335 0.175
H 2.492 4.900 1.310 0.212
H 1.964 3.994 -0.112 0.237
H -0.307 4.010 0.589 0.197
H 0.183 5.493 1.421 0.218
H 0.607 4.315 3.487 0.159
H -0.797 3.389 2.890 0.196
H -0.476 1.759 -2.809 0.241
H -1.481 2.254 -0.243 0.235
H -2.501 1.606 -1.524 0.242
H -1.568 -2.275 0.401 0.237
H 1.045 -1.705 0.104 0.221
H 0.965 -2.996 -1.087 0.196
H 0.525 -3.107 1.906 0.207
H 1.631 -4.040 0.906 0.202
H 0.006 -5.586 1.512 0.211
H -1.320 -4.444 1.410 0.197
H -1.059 -6.324 -0.393 0.211
H 0.125 -5.251 -1.126 0.195
H -2.729 -4.449 -0.401 0.198
H -2.273 -5.077 -1.982 0.208
H -0.855 -3.169 -2.433 0.193
H -2.472 -2.632 -1.968 0.212
H 0.614 -0.708 -2.201 0.213
H -0.974 -0.563 -2.985 0.194
```

Computed properties:
LUMO energy in Eh: 0.0292
Gap between HOMO and LUMO in eV: 10.01
SMILES: O=C(NC[C@H]1CCCO1)[C@@H]1CC(=O)N(C2CCCCCC2)C1
E_HOMO in eV: -9.2
Energy relative to the best compared isomer or geometry (same formula, charge and spin) in kcal/mol: 12.2
Molar mass in g mol⁻¹: 308.42